Molecular formula: C6H10O2
Method: DFT, the ωB97M-V functional and the def2-TZVPD basis

Last column: natural (NBO) charge in e.
CARTESIAN COORDINATES (ANGSTROEM)
C (-1.9676, -1.0280, -0.7260)  -0.617
C (-1.4302, 0.3494, -0.2942)  -0.185
C (-1.0753, 0.6182, 1.0989)  -0.397
C (0.0037, 0.6060, 0.0824)  -0.201
C (0.6316, 1.9300, -0.2518)  -0.588
C (0.9657, -0.5689, 0.1146)  0.809
H (-1.6952, -1.8724, -0.0391)  0.234
H (-3.0158, -0.9471, -0.8729)  0.214
H (-1.6179, -1.3261, -1.7232)  0.208
H (-1.8643, 1.1976, -0.8655)  0.217
H (-1.4392, 1.4777, 1.5913)  0.221
H (-1.0829, -0.2822, 1.7570)  0.235
H (1.5402, 2.1900, 0.3903)  0.221
H (-0.1406, 2.7583, 0.0348)  0.205
H (0.9089, 2.1017, -1.2733)  0.218
H (2.7135, -1.1059, -0.3326)  0.500
O (2.1270, -0.3286, -0.5439)  -0.680
O (0.7388, -1.6253, 0.6926)  -0.616

Output
SMILES: C[C@H]1C[C@@]1(C)C(=O)O
HOMO: -10.2 eV
Energy above the lowest of the compared OMol25 structures with the same formula, charge and spin: 43.7 kJ/mol